The following is a DFT calculation (ωB97M-V/def2-TZVPD) of a cluster of 2 separate species, C3H9NO3 in total in a non-equilibrium geometry.

The geometry in ORCA input format:
```
! wB97M-V def2-TZVPD RIJCOSX def2/J DEFGRID3
* xyz 0 1
N 0.772 0.788 -1.618
C 1.210 1.056 -0.359
O 1.559 2.203 -0.122
C 1.160 0.052 0.784
C -0.304 0.072 1.319
O -1.331 -0.321 0.340
H 0.690 -0.128 -2.033
H 0.969 1.540 -2.298
H 1.888 0.318 1.540
H 1.474 -0.988 0.474
H -0.537 1.088 1.700
H -0.441 -0.615 2.158
H -1.391 0.438 -0.264
O -2.207 -3.016 -0.305
H -2.721 -3.110 0.559
H -1.898 -2.064 -0.275
*
```

Calculated values
- lowest unoccupied orbital energy (hartree) = 0.0228
- SMILES string = NC(=O)CCO.O
- E_tot (Eh) = -400.1890
- energy relative to the best compared isomer or geometry (same formula, charge and spin) (kcal/mol) = 20.39
- molecular weight (g/mol) = 107.109

The following is a DFT calculation (ωB97M-V/def2-TZVPD) of a structure of composition C7H15NO in a non-equilibrium geometry.

The geometry in ORCA input format:
```
! wB97M-V def2-TZVPD RIJCOSX def2/J DEFGRID3
* xyz 0 1
C -0.055 -0.605 2.832
C 0.217 0.104 1.510
C -0.454 -0.593 0.256
C -0.468 0.087 -2.315
C -1.745 0.776 -2.557
C -1.952 0.956 -1.296
C -0.497 0.482 -0.855
N 0.933 -1.641 3.018
H -0.108 0.306 3.604
H -1.024 -1.134 3.005
H 1.249 0.301 1.537
H -0.143 1.319 1.497
H -0.002 -1.481 -0.118
H -1.537 -0.809 0.568
H -0.407 -0.982 -2.346
H 0.382 0.588 -2.943
H -2.227 1.047 -3.356
H -2.632 1.367 -0.715
H -0.011 1.520 -0.804
H 0.933 -2.370 2.276
H 1.800 -1.386 2.994
H 2.885 0.699 -2.037
H 3.565 0.593 -0.773
O 2.559 0.584 -1.121
*
```

Calculated values
- lowest unoccupied orbital energy (hartree) = 0.0174
- E_tot (Eh) = -405.5267
- energy relative to the best compared isomer or geometry (same formula, charge and spin) (kcal/mol) = 132.13
- molecular weight (g/mol) = 129.203

The following is a DFT calculation (ωB97M-V/def2-TZVPD) of a structure of composition CF4NO in a non-equilibrium geometry.

The geometry in ORCA input format:
```
! wB97M-V def2-TZVPD RIJCOSX def2/J DEFGRID3
* xyz 1 1
C 0.855 -1.348 0.491
N -0.311 1.462 -0.409
O 1.707 -0.799 0.911
F -0.739 1.078 -1.562
F 0.249 -2.374 0.216
F -1.266 2.187 0.091
F -0.495 -0.206 0.262
*
```

Calculated values
- lowest unoccupied orbital energy (spin up / spin down) (hartree) = -0.3052 / -0.3053
- E_tot (Eh) = -566.9752
- energy relative to the best compared isomer or geometry (same formula, charge and spin) (kcal/mol) = 10.03
- molecular weight (g/mol) = 118.009

The following is a DFT calculation (ωB97M-V/def2-TZVPD) of a cluster of 2 separate species, C3H12N2OS in total in a non-equilibrium geometry.

The geometry in ORCA input format:
```
! wB97M-V def2-TZVPD RIJCOSX def2/J DEFGRID3
* xyz -1 2
N -0.748 -2.129 0.914
C 0.139 -1.064 1.288
C -0.233 -0.142 2.456
S 1.069 0.978 3.110
C 0.493 -0.023 -0.025
N 1.719 0.684 -0.241
H -0.629 -2.175 -0.054
H -1.562 -2.249 1.460
H 1.144 -1.456 1.453
H -0.468 -0.836 3.176
H -1.180 0.435 2.192
H 1.932 0.047 3.204
H 0.255 -0.534 -0.963
H -0.432 0.685 -0.010
H 2.093 0.294 -1.149
H 2.142 0.152 0.538
H -2.133 1.715 -5.553
H -1.573 2.963 -6.305
O -2.027 2.655 -5.490
*
```

Calculated values
- lowest unoccupied orbital energy (spin up / spin down) (hartree) = 0.1098 / 0.1213
- E_tot (Eh) = -704.3013
- energy relative to the best compared isomer or geometry (same formula, charge and spin) (kcal/mol) = 58.59
- molecular weight (g/mol) = 124.209

The following is a DFT calculation (ωB97M-V/def2-TZVPD) of a structure of composition C10H25AuClIN2P2 in a non-equilibrium geometry.

The geometry in ORCA input format:
```
! wB97M-V def2-TZVPD RIJCOSX def2/J DEFGRID3
* xyz 2 3
C 0.139 1.963 0.661
I -0.178 -2.292 -1.500
H 0.222 2.724 -0.125
H 1.037 1.915 1.285
H -0.775 2.085 1.250
Au -0.002 0.112 -0.315
P 2.389 0.282 -0.952
C 3.525 -0.677 0.115
C 2.827 -0.380 -2.609
H 3.884 -0.166 -2.838
H 4.247 1.861 -1.136
H 2.175 0.089 -3.355
H 2.673 2.618 -1.559
H 3.223 -1.731 0.118
H 2.652 -1.464 -2.610
C 3.181 1.934 -0.871
H 4.548 -0.587 -0.283
H 3.090 2.323 0.153
H 3.500 -0.283 1.141
P -2.421 0.489 -0.686
C -3.519 -0.376 0.500
C -3.058 2.201 -0.544
H -2.474 0.293 -3.094
H -4.141 0.220 -2.403
H -3.041 -1.208 -2.302
C -3.096 -0.111 -2.285
H -2.536 2.842 -1.264
H -4.141 2.223 -0.741
H -4.573 -0.199 0.236
H -3.341 0.008 1.515
H -2.868 2.571 0.473
H -3.316 -1.454 0.461
Cl -0.069 1.595 -2.481
N -0.998 -1.692 2.448
C -0.716 -2.547 3.454
C 0.669 -2.675 3.474
C 1.143 -1.863 2.425
N 0.111 -1.258 1.810
H -1.926 -1.413 2.140
H -1.490 -2.990 4.059
H 1.280 -3.265 4.125
H 2.165 -1.720 2.110
*
```

Calculated values
- lowest unoccupied orbital energy (spin up / spin down) (hartree) = -0.2984 / -0.3919
- E_tot (Eh) = -2081.1942
- molecular weight (g/mol) = 594.596

The following is a DFT calculation (ωB97M-V/def2-TZVPD) of an isolated molecule of C21H22ClN3O4.

The geometry in ORCA input format:
```
! wB97M-V def2-TZVPD RIJCOSX def2/J DEFGRID3
* xyz 0 1
C 4.868 1.328 -2.573
C 4.809 1.800 -1.136
O 4.217 2.810 -0.812
N 5.490 1.056 -0.225
C 6.063 -0.247 -0.448
C 5.044 -1.338 -0.041
N 4.156 -0.836 0.991
C 2.795 -0.724 0.737
C 2.072 0.449 0.977
C 0.710 0.533 0.774
C 0.002 -0.569 0.305
N -1.372 -0.557 0.063
C -2.283 0.418 0.362
O -2.011 1.464 0.914
C -3.678 0.068 -0.036
C -3.984 -0.709 -1.152
C -5.299 -0.989 -1.462
C -6.333 -0.501 -0.671
C -6.035 0.325 0.419
C -4.711 0.598 0.727
O -7.016 0.883 1.194
C -8.294 0.832 0.599
C -8.551 -0.560 0.023
O -7.616 -0.846 -0.995
C 0.695 -1.753 0.067
C 2.054 -1.829 0.295
Cl 2.804 -3.382 0.075
C 4.806 0.077 1.899
C 5.333 1.345 1.186
H 4.419 0.343 -2.674
H 5.896 1.295 -2.927
H 4.309 2.035 -3.179
H 6.962 -0.320 0.173
H 6.361 -0.376 -1.486
H 4.451 -1.624 -0.909
H 5.580 -2.225 0.320
H 2.589 1.332 1.311
H 0.191 1.456 0.970
H -1.740 -1.420 -0.311
H -3.205 -1.076 -1.804
H -5.556 -1.593 -2.318
H -4.485 1.233 1.568
H -8.361 1.575 -0.208
H -9.011 1.076 1.383
H -8.466 -1.304 0.827
H -9.538 -0.626 -0.435
H 0.171 -2.633 -0.276
H 4.113 0.340 2.699
H 5.645 -0.468 2.346
H 6.297 1.648 1.610
H 4.641 2.185 1.265
*
```

Calculated values
- lowest unoccupied orbital energy (hartree) = 0.0251
- SMILES string = CC(=O)N1CCN(c2ccc(NC(=O)c3ccc4c(c3)OCCO4)cc2Cl)CC1
- E_tot (Eh) = -1738.8792
- energy relative to the best compared isomer or geometry (same formula, charge and spin) (kcal/mol) = 39.94
- molecular weight (g/mol) = 415.877